# 1
150
Properties=species:S:1:pos:R:3 method="wB97M-V/def2-TZVPD" e_homo_ev=-8.615 charge=0 gap_ev=8.5 smiles="CCCCCCCCCCCC(=O)O[C@@](CCCCCCCCC)(CCOC=O)OC(=O)c1ccccc1.CC(C)=O.CC(C)=O.CC(C)=O.CC(C)=O.CC(C)=O.CC(C)=O"
C 5.78968 2.48603 1.67354
C 6.19852 1.59607 3.01655
C 5.70880 0.03250 2.94832
C 6.54588 -0.75102 1.76539
C 5.67773 -1.96089 1.03277
C 5.21930 -1.52020 -0.47997
C 3.56955 -1.43710 -0.63939
C 2.91199 -0.58700 0.59814
C 1.44793 0.08009 0.28733
C 0.59338 -0.63658 -0.91348
C 0.26267 -2.22464 -0.68489
C -1.19145 -2.49704 0.09528
O -1.22780 -2.01570 1.36959
O -2.27222 -3.24921 -0.55140
C -3.21232 -2.39766 -1.28710
C -3.41569 -0.88560 -0.69107
C -4.82647 -0.30753 -1.30626
C -4.94937 1.33019 -1.24222
C -3.67090 2.12369 -1.90470
C -4.04380 3.69067 -2.24163
C -3.65770 4.70400 -1.00063
C -4.07674 4.15425 0.48606
C -3.92575 5.40440 1.57737
C -2.81161 5.07674 2.76834
C -2.83895 -2.42990 -2.91551
C -1.68733 -1.35930 -3.35701
O -1.90466 -1.09684 -4.81940
C -1.26283 0.17328 -5.21446
O -0.42056 0.31529 -6.26940
O -4.56772 -3.04043 -1.22431
C -4.75451 -3.73246 0.03913
O -4.55730 -5.08402 0.23083
C -5.33619 -2.95977 1.40571
C -6.94027 -2.50108 1.29263
C -7.74219 -1.85116 2.57459
C -6.90257 -1.62081 3.98261
C -5.28025 -1.99282 4.04355
C -4.46017 -2.68756 2.76271
H 6.55606 2.30777 0.77657
H 4.69096 2.25295 1.33864
H 5.86996 3.64617 1.93502
H 5.69992 2.13551 3.93148
H 7.37986 1.65245 3.16194
H 4.52863 -0.09434 2.82664
H 5.96628 -0.45045 4.00231
H 7.02606 -0.02058 0.96680
H 7.46218 -1.29415 2.29264
H 4.80743 -2.34706 1.72008
H 6.42020 -2.88724 0.90785
H 5.64960 -2.29636 -1.26921
H 5.62943 -0.44829 -0.73953
H 3.16484 -2.55972 -0.67391
H 3.37902 -0.95746 -1.70294
H 2.79202 -1.33981 1.50584
H 3.65084 0.29706 0.84745
H 0.74749 0.07279 1.25192
H 1.65150 1.20825 -0.03742
H -0.34944 0.04094 -1.11382
H 1.24327 -0.57173 -1.91310
H 0.34398 -2.89540 -1.64060
H 1.08733 -2.63175 0.07416
H -2.49642 -0.17136 -0.80660
H -3.59404 -0.99134 0.48506
H -5.69285 -0.74892 -0.61390
H -5.04570 -0.70067 -2.38993
H -5.91024 1.61721 -1.88992
H -5.18548 1.66357 -0.12628
H -2.82185 2.16260 -1.06956
H -3.18861 1.53704 -2.81344
H -5.22525 3.72784 -2.40836
H -3.44766 3.97845 -3.21521
H -4.24896 5.71743 -1.17911
H -2.50472 4.94757 -0.97354
H -3.42293 3.26151 0.88636
H -5.20304 3.80552 0.52940
H -4.96433 5.69857 2.06359
H -3.53282 6.40382 1.05813
H -3.09721 4.12722 3.41205
H -2.68776 6.01588 3.49471
H -1.77426 4.85013 2.27317
H -3.82761 -2.12868 -3.51288
H -2.61714 -3.55100 -3.25994
H -0.60764 -1.86040 -3.30797
H -1.74107 -0.30996 -2.84406
H -1.46591 1.12982 -4.56605
H -7.51299 -2.65652 0.27993
H -8.88498 -1.62249 2.42939
H -7.51270 -1.16869 4.87963
H -4.76241 -1.77173 5.09305
H -3.30999 -2.97261 2.82993
C 7.19235 7.38933 2.69299
C 7.10525 6.34160 3.77038
O 7.08568 5.14296 3.49534
C 7.04308 6.81725 5.19727
H 7.23041 6.90041 1.71376
H 6.30985 8.03302 2.72860
H 8.10132 7.98194 2.82370
H 6.15393 7.43540 5.34441
H 7.94541 7.38432 5.43951
H 6.98290 5.95188 5.86590
C 1.70959 -7.20158 -0.27374
C 1.18882 -6.04031 0.53022
O 1.94034 -5.35296 1.21981
C -0.28702 -5.75262 0.45771
H 2.79098 -7.28996 -0.12483
H 1.23371 -8.12725 0.05954
H 1.51524 -7.03474 -1.33624
H -0.85179 -6.61371 0.82360
H -0.57026 -5.52120 -0.57217
H -0.51943 -4.88755 1.08795
C 1.37553 -11.93457 -1.76764
C 1.84027 -10.57570 -2.21882
O 2.09213 -9.68540 -1.40846
C 1.98493 -10.34837 -3.69988
H 1.31734 -11.95347 -0.67418
H 0.38253 -12.14156 -2.17448
H 2.08702 -12.69760 -2.09335
H 1.01910 -10.48466 -4.19275
H 2.72358 -11.04070 -4.11161
H 2.32774 -9.32350 -3.87787
C 1.25050 7.24437 3.34630
C 0.26815 7.43228 4.47136
O -0.83127 6.88103 4.45786
C 0.68309 8.32072 5.61356
H 0.81610 6.57885 2.59279
H 1.46818 8.20776 2.87844
H 2.16870 6.78985 3.72687
H 0.87545 9.33202 5.24669
H 1.57596 7.91411 6.09512
H -0.12469 8.36347 6.35195
C -3.90765 10.55797 -0.65918
C -3.99475 9.51024 0.41821
O -4.01432 8.31159 0.14317
C -4.05692 9.98589 1.84510
H -3.86959 10.06904 -1.63841
H -4.79015 11.20166 -0.62357
H -2.99868 11.15058 -0.52847
H -4.94607 10.60404 1.99224
H -3.15459 10.55296 2.08734
H -4.11710 9.12052 2.51373
C 0.81075 -9.77400 -7.24655
C 1.95830 -8.80112 -7.29882
O 3.05053 -9.07483 -6.80398
C 1.71769 -7.48043 -7.98001
H 1.12940 -10.68317 -6.72572
H -0.02599 -9.33241 -6.69948
H 0.50378 -10.04124 -8.26087
H 0.92141 -6.93671 -7.46560
H 1.45117 -7.64553 -9.02699
H 2.63314 -6.88039 -7.94181

=====

# 2
17
Properties=species:S:1:pos:R:3 method="wB97M-V/def2-TZVPD" e_homo_ev=-19.418 charge=+2 gap_ev=8.3 smiles="N#CC1=C(C#N)[N+]2(C=[NH+]1)CC2"
C 1.68681 -1.42617 2.01720
C -0.50696 -1.96498 -0.02961
C 0.27670 1.47229 0.46904
C 1.05726 -0.47731 1.22331
C 0.13519 -0.73795 0.25918
C -1.63411 0.38073 -1.17167
C -0.36534 0.49625 -1.81908
N 2.23127 -2.20854 2.64650
N -1.03468 -2.98709 -0.19927
N 1.08639 0.97582 1.32035
N -0.33614 0.48137 -0.31305
H 0.21845 2.61169 0.24758
H -2.32616 1.37008 -1.06358
H -2.30003 -0.53317 -0.82692
H 0.12167 -0.47865 -2.24797
H -0.07789 1.47296 -2.28518
H 1.76756 1.55268 1.77315

=====

# 3
13
Properties=species:S:1:pos:R:3 method="wB97M-V/def2-TZVPD" e_homo_ev=-8.376 charge=0 gap_ev=8.6
C -0.40780 0.40066 0.21961
C -1.78777 0.18889 -0.07425
C 0.37156 -0.81302 0.41337
C 1.76537 -0.89052 0.04139
C 3.03427 -0.63561 -0.06914
H -0.79619 2.53049 -0.19450
H 0.95065 1.57894 1.14368
H -2.62656 1.01365 -0.12574
H -2.47286 -1.70766 -0.48763
H 4.08255 -0.32931 -0.80654
N 0.24521 1.66268 -0.08037
N -1.71372 -1.21255 -0.06321
N -0.64470 -1.78663 0.08333